119
Properties=species:S:1:pos:R:3:forces:R:3:mulliken_charge:R:1 method="wB97M-V/def2-TZVPD" total_charge=0 orbital_gap_ev="5.212 / 5.635" energy_ha=-4613.425216 multiplicity=1
H 1.363047 4.010284 3.146255 0.0 0.0 0.0 0.213
H 5.837638 4.042274 -0.850384 0.0 0.0 0.0 0.409
H 0.683300 -0.897377 -4.572463 0.0 0.0 0.0 0.373
H -2.185732 2.165591 3.005225 0.0 -0.1 0.0 0.192
H 4.797341 -0.442074 -1.954089 0.0 0.0 -0.1 0.393
H 0.220549 -4.284302 -0.159107 0.0 -0.1 0.0 0.134
C -0.577113 -4.424302 0.572393 -0.2 0.2 0.0 -0.681
C -0.407346 1.396945 -5.469006 -0.1 -0.1 -0.1 -0.283
H -0.391390 2.163137 4.829914 0.0 0.0 0.0 0.270
Si 2.115334 -0.794729 -0.995665 -0.2 0.0 0.4 0.767
H 3.624553 2.974941 -1.185816 0.0 0.0 0.0 -0.326
C -1.285472 3.894707 3.917024 0.0 -0.2 0.0 -0.837
H 0.776148 -5.116036 2.078411 -0.1 -0.1 0.0 0.555
H 0.638110 1.657746 -5.631588 0.0 0.1 0.0 -0.226
H -2.320105 -1.117148 -6.929238 -0.1 0.0 0.0 0.496
C -0.597855 0.764397 -4.085247 0.2 0.1 0.2 0.675
C -1.529362 -2.342753 4.104511 -0.1 0.3 -0.2 -1.075
H 1.766866 4.581916 -0.621499 0.0 0.0 0.0 -0.656
C 4.214372 0.251008 -2.554459 0.0 -0.1 0.1 -0.790
C 4.019691 3.099930 -0.170877 0.1 0.1 0.1 -0.077
H -0.943447 -2.339344 -5.463562 0.0 0.0 0.0 0.475
C 2.743183 2.047690 -4.049781 0.1 0.0 0.0 -0.779
H 4.523789 2.169393 0.096060 0.0 0.0 0.0 0.291
C 4.845130 1.004289 -3.530195 0.0 0.0 0.0 -1.092
C -1.937790 -0.521763 -6.098793 0.1 0.0 0.0 -0.790
H 3.975793 5.507204 -1.559250 0.0 0.0 0.0 0.234
H -0.420830 3.955608 1.279837 0.0 0.0 0.0 -0.190
C -1.465999 5.853820 -2.921385 0.1 0.0 0.2 -0.907
H 4.579947 2.480576 -5.063373 0.0 0.0 0.0 0.417
P 1.693954 1.908789 0.791411 0.2 0.3 0.6 -0.242
H 0.309433 3.689878 5.367752 0.0 0.0 0.0 0.490
P 0.321548 1.449065 -2.619793 -0.2 0.4 -0.5 -0.303
C -1.985612 4.825654 -1.920186 0.0 0.0 -0.2 -0.566
H -1.718690 6.866389 -2.598189 0.0 0.0 0.0 0.485
H 2.196031 2.758964 -4.648428 0.0 -0.1 0.0 0.518
H -2.068176 3.995965 4.671775 0.0 0.0 0.0 0.444
H -1.117395 2.418336 0.795872 0.0 0.0 0.0 -0.628
C 2.865595 0.623325 1.410199 0.0 0.0 0.0 0.303
S -1.798213 -3.161944 0.081640 0.1 -0.2 0.3 0.272
H 3.536445 5.994154 1.425072 0.0 0.0 0.0 0.409
C -3.528694 -2.170752 2.128365 0.2 0.1 0.2 -0.928
C -0.315917 -0.741497 -4.152041 -0.1 0.0 0.0 -0.259
C -3.098205 -3.406671 1.347188 0.2 0.0 -0.3 -0.941
I -3.094284 0.018038 -1.101147 -0.4 0.2 0.1 -0.223
H -0.994017 2.316330 -5.528988 0.0 0.0 0.0 0.260
C 4.101445 1.897141 -4.286463 0.0 0.0 0.0 -1.365
H -1.822209 -2.010293 5.101210 0.0 -0.1 0.0 0.583
H -1.949539 5.689061 -3.889842 0.0 0.0 0.0 0.339
H -0.773620 -4.593708 2.733520 0.0 -0.1 0.0 0.446
H 0.523952 5.957832 -2.122007 0.0 0.0 0.0 0.150
H 0.441651 -1.486817 4.347600 0.0 0.0 0.1 0.310
H -3.972610 -3.787153 0.818999 0.0 -0.1 0.1 0.569
H -1.646495 0.878796 -3.788186 0.0 0.0 0.1 0.601
C 0.045940 5.718017 -3.079046 -0.1 -0.1 -0.1 -0.659
C 4.489535 -0.196232 3.010841 0.0 0.0 0.0 -1.236
H 0.062243 4.091763 -4.495561 0.0 0.0 0.0 0.244
H 1.334986 4.909725 1.057764 0.0 0.0 -0.1 0.031
H 2.656995 6.769522 0.108897 0.0 0.0 0.0 0.415
H -2.658353 3.686984 2.254720 0.0 0.0 0.0 0.442
C 2.469020 -2.554466 -1.617619 -0.2 0.3 0.2 -1.361
S -2.225903 -1.165917 2.897593 0.0 -0.1 0.0 0.326
H 0.003705 -0.158313 -6.933052 0.0 0.0 0.0 0.318
C 2.846412 0.375639 -2.310001 -0.4 0.0 0.0 0.793
C -0.718141 2.969335 1.652602 -0.1 -0.1 0.1 0.439
H 1.874964 2.502981 3.906931 0.0 0.0 0.0 -0.112
H 1.545190 4.265551 -3.546740 0.0 0.0 0.0 0.182
H 3.492008 1.671404 3.184054 0.0 0.0 0.0 0.270
C 2.856810 3.377454 0.791565 -0.2 -0.2 -0.3 -0.381
C 2.170096 4.685098 0.390452 0.1 0.1 0.2 0.358
H -1.555589 5.029911 -0.932624 0.0 0.0 0.0 0.050
H -1.207917 1.006895 -7.444858 0.1 0.0 0.0 0.509
S 0.736440 -2.760352 2.434300 -0.1 -0.1 -0.1 0.421
H 3.256177 3.488572 1.806292 0.0 0.0 0.0 1.166
I -5.878237 0.056466 -2.426304 0.2 0.0 0.0 -0.470
C -0.850866 0.431847 -6.588589 -0.1 0.0 0.0 -0.833
H 0.328110 -3.207025 4.753975 0.0 0.1 0.1 0.512
H -2.739302 -4.189179 2.015553 -0.1 0.0 0.0 0.369
C 1.028743 3.012655 3.448667 -0.1 -0.1 0.1 -0.149
C 3.593904 0.775051 2.589340 0.0 0.0 0.0 -0.855
H 1.845433 -2.792570 -2.480865 0.0 0.0 0.0 0.366
H 5.042210 -0.056784 3.931633 0.0 0.0 0.0 0.418
C -0.080066 3.159261 4.495579 0.0 0.2 -0.1 -0.907
H 5.385087 -2.094241 2.561878 0.0 0.0 0.0 0.428
C 3.993767 -1.477637 1.049986 0.0 0.0 -0.1 -0.686
H -4.050708 -1.467274 1.482062 0.0 0.0 0.0 0.337
H -0.980432 4.904745 3.622331 0.0 0.0 0.0 0.312
H -1.024973 -5.404873 0.406051 0.1 -0.1 0.0 0.519
H -2.778959 0.056573 -5.708126 0.0 0.0 0.0 0.309
C 2.099361 1.300914 -3.061041 -0.1 -0.1 0.2 0.944
H 0.414588 6.433696 -3.818051 0.0 0.0 0.0 0.432
H 4.162743 -2.361566 0.444630 0.0 0.0 0.1 0.326
H -1.997540 -3.309158 3.921291 0.0 0.0 0.1 0.383
H 5.908601 0.892754 -3.700763 0.0 0.0 0.0 0.437
H -2.201958 -1.782414 -4.366064 0.0 0.0 0.0 0.274
H 3.513818 -2.650164 -1.924068 0.0 0.0 0.0 0.419
H -4.214649 -2.478457 2.919380 -0.1 0.0 -0.1 0.471
C -1.817937 3.147440 2.697059 0.1 0.2 0.0 -0.864
H 0.205498 1.243056 2.550517 0.0 0.0 0.0 0.057
C -0.010244 -2.437864 4.058216 0.1 -0.1 -0.3 -0.961
C 4.340210 5.570694 -0.528311 0.1 0.0 0.2 -0.687
C 0.518656 2.247969 2.226150 0.1 0.1 -0.3 1.199
H 0.359001 3.513092 -1.515708 -0.1 0.0 0.0 -2.162
H 2.264409 -3.290140 -0.836381 0.0 0.0 0.0 0.289
C -1.382122 -1.449130 -5.005874 0.0 0.1 0.0 -0.941
H -3.071086 4.898957 -1.827096 0.0 0.0 0.0 0.431
C -1.596894 3.414330 -2.356008 0.0 0.1 0.2 -1.035
H -0.306130 -1.170787 -3.143376 0.0 0.0 0.0 -0.351
C 0.456429 4.300720 -3.496771 0.1 0.1 0.1 -0.596
C 3.078172 -0.516994 0.616475 -0.1 -0.1 -0.2 0.355
C 4.687213 -1.331067 2.239753 0.1 0.0 0.1 -0.748
C -0.075656 3.275337 -2.494896 0.0 -0.3 0.0 3.363
H 5.455085 4.342442 0.845089 0.0 0.0 0.0 0.367
H -1.973097 2.696849 -1.628515 -0.1 -0.1 0.0 -0.076
C 5.020826 4.254585 -0.156632 -0.1 0.0 -0.1 -1.108
C -0.011288 -4.366985 1.989258 0.2 0.3 0.0 -1.124
C 3.163830 5.848105 0.405616 0.0 -0.1 -0.2 -1.211
H 5.057581 6.393175 -0.482461 0.0 0.0 -0.1 0.467
H -2.077225 3.196612 -3.316038 0.0 -0.1 0.0 0.363
Tl -0.420769 -0.191654 -0.158894 0.6 -0.4 -0.7 1.496